Entry 1:
115
Properties=species:S:1:pos:R:3:lowdin_charge:R:1 method="wB97M-V/def2-TZVPD" homo_lumo_gap_ha="0.1844 / 0.1851" e_above_lowest_kcal_mol=0.0 multiplicity=8 charge=-2 homo_energy_ev="-1.954 / -1.972"
Eu 1.5402 -1.0397 1.0764 1.001
N -1.1358 1.3951 3.4912 0.086
C -0.3069 2.4530 3.1804 -0.077
C 0.9413 1.9073 2.9944 -0.126
N 0.8796 0.5487 3.2218 0.028
C -0.3632 0.2726 3.5153 -0.356
C -0.7704 -1.1079 3.7555 -0.289
N -0.0608 -2.0931 3.2481 0.057
C -0.7881 -3.2377 3.3858 -0.137
C -1.9248 -2.9849 4.1001 -0.088
N -1.8997 -1.6235 4.3543 0.106
H -2.1649 1.4517 3.5259 0.124
H -0.7296 3.4707 3.1729 0.123
H 1.8401 2.4958 2.8172 0.074
H -0.4656 -4.1277 2.8577 0.106
H -2.7251 -3.6436 4.4523 0.115
H -2.7093 -1.1017 4.5799 0.123
S 3.1315 -4.3327 -2.4884 -0.245
As 1.6870 -3.8710 -0.9918 -0.561
S 2.6993 -3.5890 1.0435 -0.326
S 0.7872 -1.8603 -1.4060 -0.160
S 0.1079 -5.2802 -0.6724 -0.278
C -2.1615 0.1317 -1.1226 -0.572
P -2.3279 0.0584 0.6550 1.028
C -3.5739 1.2636 1.1560 -0.383
C -3.9114 2.4410 0.4504 -0.063
C -4.9148 3.2489 0.9726 -0.078
C -5.5547 2.9692 2.1633 -0.095
C -5.1744 1.8663 2.9019 -0.083
C -4.1930 1.0183 2.3925 -0.176
C -3.3857 -1.3939 0.8183 -0.367
C -2.6853 -2.5856 0.7097 -0.126
C -3.3516 -3.8026 0.7513 -0.079
C -4.7223 -3.7579 0.8494 -0.090
C -5.4569 -2.5469 0.8478 -0.099
C -4.8067 -1.3648 0.8977 -0.109
P -3.4127 0.3721 -2.4291 1.015
C -2.5123 -0.1339 -3.9544 -0.354
C -2.8341 0.5496 -5.1737 -0.092
C -2.1173 0.1678 -6.3056 -0.134
C -1.1586 -0.7839 -6.2411 -0.113
C -0.8757 -1.4853 -5.0631 -0.051
C -1.5616 -1.1689 -3.8984 -0.115
C -4.5464 -1.0653 -2.3901 -0.389
C -4.1406 -2.4017 -2.3989 -0.093
C -4.9935 -3.4230 -2.7308 -0.074
C -6.3445 -3.1061 -2.9028 -0.103
C -6.8230 -1.8074 -2.7589 -0.089
C -5.8957 -0.7905 -2.4642 -0.126
H -1.6054 -0.7537 -1.3908 -0.059
H -1.4550 0.9004 -1.4084 0.042
H -3.4967 2.6263 -0.4813 0.056
H -5.1990 4.0284 0.3204 0.090
H -6.2943 3.6058 2.5342 0.080
H -5.6363 1.6650 3.8581 0.101
H -3.9808 0.0844 2.9061 0.090
H -1.6194 -2.6006 0.5771 0.061
H -2.8313 -4.7347 0.7176 0.085
H -5.3234 -4.6990 0.8485 0.110
H -6.5606 -2.5855 0.8704 0.110
H -5.3725 -0.4692 0.9955 0.093
H -3.6073 1.3013 -5.1584 0.080
H -2.2810 0.7248 -7.2230 0.095
H -0.5326 -0.9101 -7.1218 0.101
H -0.0301 -2.1496 -5.0683 0.109
H -1.1696 -1.6176 -2.9796 -0.003
H -3.0766 -2.6192 -2.2057 0.117
H -4.6547 -4.4621 -2.9057 0.122
H -7.0423 -3.8741 -3.2415 0.094
H -7.8463 -1.6044 -2.7945 0.071
H -6.2192 0.2363 -2.3595 0.083
C 1.1129 4.5279 -0.4005 -0.106
C 2.1523 3.6435 -1.1101 -0.187
C 2.2374 2.2811 -0.4718 -0.134
N 2.4650 1.2383 0.0275 0.109
H 0.8875 5.3877 -1.0389 0.079
H 1.4679 4.7740 0.5875 -0.011
H 0.2210 3.9469 -0.2802 0.053
H 3.1342 4.0980 -1.0053 0.083
H 1.9011 3.4018 -2.1278 0.107
C 5.8946 4.1382 -0.2323 -0.042
N 5.3536 3.3653 0.9219 -0.086
C 4.4205 3.7113 1.9467 -0.841
Se 3.7434 5.4597 2.1297 0.375
N 4.1575 2.6960 2.7315 0.065
C 4.8777 1.6824 2.2096 -0.295
C 4.8738 0.3526 2.6660 -0.040
C 5.7007 -0.5727 2.0330 -0.132
C 6.6182 -0.2001 1.0788 -0.108
C 6.6404 1.1335 0.6234 -0.049
C 5.7321 2.0576 1.1265 -0.211
H 6.9169 3.7812 -0.3454 0.077
H 5.7618 5.1782 -0.0408 0.031
H 5.2857 3.9454 -1.1359 0.062
H 3.2293 -1.6007 5.2514 0.080
H 4.1211 0.0824 3.4082 0.089
H 5.5507 -1.6024 2.3026 0.085
H 7.2935 -1.0042 0.8090 0.100
H 7.2919 1.3830 -0.2050 0.083
S 7.1871 2.1770 -3.3770 0.500
C 6.0608 0.9988 -3.0682 -0.923
N 5.0984 1.0007 -2.1494 0.020
C 4.3753 -0.2783 -2.1561 -0.152
C 4.6409 -0.7425 -3.5943 -0.192
N 5.9713 -0.2176 -3.8225 -0.004
H 5.2790 1.5857 -1.3261 0.090
H 3.3342 -0.1245 -2.0367 0.045
H 4.9551 -0.9148 -1.4673 0.133
H 3.8708 -0.2684 -4.3157 0.139
H 4.5099 -1.8430 -3.5759 0.073
H 6.3600 -0.2309 -4.7665 0.116
F 2.5049 -0.5581 6.6401 0.007
C 2.8202 -1.7844 6.1490 -0.227
F 3.7327 -2.3249 7.0117 0.002
H 1.9576 -2.4248 6.1600 0.121


Entry 2:
109
Properties=species:S:1:pos:R:3:lowdin_charge:R:1 method="wB97M-V/def2-TZVPD" homo_lumo_gap_ha="0.2266 / 0.2657" e_above_lowest_kcal_mol=86.5 multiplicity=7 charge=+2 homo_energy_ev="-12.645 / -12.645"
Tb -12.6898 9.6577 -9.7185 1.644
C -9.8866 8.7043 -7.9467 -0.170
C -10.2805 7.4912 -8.6910 -0.183
N -11.0992 7.6911 -9.9126 -0.144
C -10.3052 7.8033 -11.1422 -0.128
C -9.9491 9.2569 -11.4939 -0.217
C -8.8000 9.5531 -12.2393 0.022
C -8.3464 10.8962 -12.2823 0.008
C -9.1063 11.8628 -11.6535 -0.006
C -10.2950 11.5429 -11.0186 -0.281
C -11.0477 12.6450 -10.4339 -0.168
N -11.9384 12.2110 -9.3710 -0.131
C -11.3417 12.2499 -7.9901 -0.182
C -10.3111 11.1698 -7.7361 -0.154
N -10.9272 9.8029 -7.9842 -0.146
N -10.7070 10.2536 -10.9345 0.011
H -8.9751 9.0424 -8.3720 0.111
H -9.6512 8.4370 -6.8760 0.159
H -10.8739 6.8467 -8.0289 0.136
H -9.4111 6.8745 -8.9289 0.137
H -11.7223 6.8657 -10.0342 0.092
H -10.7928 7.3723 -12.0234 0.135
H -9.3087 7.2650 -11.0664 0.152
H -8.3070 8.8886 -12.9669 0.140
H -7.3917 11.1630 -12.6726 0.119
H -8.8931 12.9297 -11.8211 0.142
H -11.5821 13.2048 -11.2300 0.153
H -10.3506 13.4162 -9.9969 0.154
H -12.8581 12.7033 -9.3974 0.120
H -12.2333 12.1054 -7.2747 0.122
H -10.9426 13.2420 -7.7862 0.128
H -10.0892 11.1768 -6.6696 0.136
H -9.4628 11.4068 -8.4222 0.139
H -11.5097 9.5944 -7.1578 0.115
C -13.8619 10.4912 -5.0902 -0.068
C -15.1728 10.8797 -5.8239 -0.336
C -15.3835 12.4400 -5.9006 -0.044
C -15.3465 9.9950 -7.1257 -0.226
C -16.7728 9.9132 -7.6005 -0.073
O -16.8665 10.8278 -8.7356 0.035
C -15.5909 11.2624 -9.0376 -0.320
N -14.6283 10.7582 -8.3000 0.060
C -15.5978 12.2883 -10.1343 -0.161
C -15.9559 13.5609 -9.7920 -0.019
C -16.3608 14.4273 -10.7765 -0.053
C -16.2555 14.0948 -12.0820 -0.048
C -15.9308 12.7940 -12.4758 -0.067
C -15.4416 11.8888 -11.5110 -0.315
P -14.7997 10.2973 -12.0034 1.014
C -16.1850 9.3193 -12.6293 -0.334
C -15.8046 8.0064 -13.0025 -0.090
C -16.7952 7.0384 -13.2277 -0.062
C -18.1393 7.3547 -13.2258 -0.061
C -18.5283 8.6368 -12.8265 -0.066
C -17.5595 9.6230 -12.5147 -0.063
C -13.7187 10.5673 -13.3740 -0.380
C -13.0131 9.4480 -13.9995 -0.098
C -12.4173 9.6099 -15.2186 -0.085
C -12.4122 10.8669 -15.8114 -0.079
C -12.7648 12.0187 -15.1090 -0.032
C -13.5003 11.8435 -13.8768 -0.099
H -14.0109 10.5557 -4.0011 0.089
H -13.0292 11.1380 -5.2645 0.038
H -13.4633 9.4291 -5.3149 0.101
H -16.0080 10.5037 -5.2035 0.135
H -14.5412 12.9833 -6.3329 0.065
H -15.4917 12.8004 -4.8993 0.071
H -16.3910 12.6573 -6.3504 0.096
H -14.9178 9.0127 -6.9603 0.111
H -17.4421 10.2492 -6.7880 0.142
H -17.0261 8.8830 -7.8635 0.105
H -15.9671 13.8503 -8.7392 0.130
H -16.8895 15.3481 -10.5174 0.135
H -16.5064 14.8512 -12.8185 0.126
H -15.9360 12.4860 -13.5273 0.128
H -14.7905 7.6956 -13.2754 0.088
H -16.3851 6.0865 -13.3257 0.092
H -18.9687 6.7005 -13.5327 0.123
H -19.5870 8.9802 -12.9257 0.126
H -17.9529 10.6195 -12.2971 0.108
H -12.9505 8.4806 -13.5018 0.085
H -12.0138 8.7551 -15.7782 0.126
H -12.2463 10.8793 -16.9105 0.129
H -12.6822 13.0809 -15.4660 0.128
H -13.7795 12.6711 -13.2743 0.071
O -13.5696 3.3828 -8.8281 0.067
C -14.3675 3.5025 -7.7201 -0.435
O -14.3614 2.6793 -6.7871 0.070
C -15.2972 4.6679 -7.6996 -0.072
C -16.6023 4.5771 -7.3000 -0.690
Cl -17.3840 3.2358 -6.8798 0.948
N -17.2664 5.7035 -7.5561 -0.046
N -16.4101 6.5656 -8.2561 0.179
C -15.2446 5.9550 -8.2664 -0.153
C -14.0504 6.5910 -8.9083 -0.464
O -13.2307 5.8215 -9.4937 0.004
O -13.9973 7.8760 -8.9699 -0.202
C -18.6134 6.0680 -7.5079 -0.253
C -19.3089 5.8570 -6.2868 -0.024
C -20.6404 6.2686 -6.1791 -0.050
C -21.3315 6.7526 -7.3309 -0.067
C -20.6046 6.8902 -8.4860 -0.068
C -19.1888 6.6476 -8.5833 -0.015
H -13.4555 4.3069 -9.2931 0.076
H -18.8147 5.3832 -5.4120 0.120
H -21.0893 6.2759 -5.1754 0.115
H -22.3582 7.0306 -7.3674 0.100
H -21.0641 7.1911 -9.4482 0.114
H -18.6100 7.1292 -9.3523 0.102


Entry 3:
106
Properties=species:S:1:pos:R:3:lowdin_charge:R:1 method="wB97M-V/def2-TZVPD" homo_lumo_gap_ha=0.2695 e_above_lowest_kcal_mol=4.6 charge=+1 homo_energy_ev=-9.624
Tl -0.9283 0.7089 -1.0049 0.583
C -4.2656 -0.0915 -0.9559 -0.049
N -3.4806 0.9401 -1.6545 -0.231
C -3.8886 2.2971 -1.3047 -0.199
C -3.5890 2.6463 0.1388 -0.142
N -2.1763 2.4745 0.5596 -0.179
C -2.1451 1.9356 1.9388 -0.073
C -1.4291 3.7085 0.4316 -0.279
C -1.4450 4.6383 1.4710 -0.028
C -0.7769 5.8444 1.3628 -0.078
C -0.0764 6.1308 0.1975 -0.082
C -0.0397 5.2064 -0.8296 -0.114
C -0.7082 3.9797 -0.7367 -0.573
S -0.5864 2.8902 -2.1215 0.679
C -3.4584 0.7112 -3.0792 -0.292
C -4.3276 1.3806 -3.9380 -0.016
C -4.3026 1.1447 -5.3035 -0.072
C -3.3958 0.2329 -5.8261 -0.081
C -2.5218 -0.4277 -4.9799 -0.112
C -2.5464 -0.2116 -3.6000 -0.587
S -1.4489 -1.1409 -2.5807 0.682
H -4.0607 -0.0702 0.1149 0.076
H -3.9702 -1.0692 -1.3290 0.074
H -5.3381 0.0550 -1.1273 0.105
H -4.9700 2.4381 -1.4367 0.128
H -3.3723 2.9845 -1.9726 0.103
H -4.2104 2.0509 0.8075 0.118
H -3.8787 3.6893 0.2793 0.139
H -1.1393 2.0161 2.3248 0.068
H -2.4323 0.8860 1.9280 0.067
H -2.8268 2.4783 2.6032 0.095
H -2.0003 4.4209 2.3757 0.111
H -0.8047 6.5540 2.1798 0.105
H 0.4425 7.0756 0.0892 0.107
H 0.5199 5.4196 -1.7321 0.100
H -5.0370 2.0953 -3.5407 0.110
H -4.9930 1.6680 -5.9525 0.107
H -3.3576 0.0481 -6.8930 0.107
H -1.7956 -1.1254 -5.3801 0.099
O 0.7556 1.1049 0.8096 -0.387
P 1.3460 0.1900 1.8427 0.751
C 1.1070 -1.5902 1.5031 -0.267
P -0.5814 -2.1418 1.0901 0.753
O -1.4289 -0.9346 0.7632 -0.415
C -0.4292 -3.3610 -0.2144 -0.316
C 0.7363 -3.6383 -0.9274 -0.080
C 0.7257 -4.5921 -1.9379 -0.065
C -0.4443 -5.2738 -2.2349 -0.058
C -1.6090 -5.0125 -1.5219 -0.058
C -1.6013 -4.0642 -0.5174 -0.088
C -1.2539 -3.0619 2.4678 -0.320
C -2.3700 -2.5585 3.1332 -0.075
C -2.9236 -3.2782 4.1854 -0.060
C -2.3609 -4.4882 4.5710 -0.061
C -1.2464 -4.9902 3.9074 -0.061
C -0.6956 -4.2825 2.8519 -0.069
C 0.8007 0.4905 3.5238 -0.289
C 1.0977 1.7473 4.0642 -0.071
C 0.6870 2.0660 5.3470 -0.059
C -0.0175 1.1332 6.1036 -0.061
C -0.3089 -0.1156 5.5769 -0.058
C 0.0985 -0.4375 4.2867 -0.064
C 3.1246 0.3838 1.9033 -0.284
C 3.7401 1.1671 0.9316 -0.070
C 5.1158 1.3586 0.9708 -0.077
C 5.8708 0.7610 1.9695 -0.065
C 5.2575 -0.0248 2.9407 -0.065
C 3.8841 -0.2066 2.9163 -0.069
H 1.5453 -2.1607 2.3240 0.087
H 1.7141 -1.7643 0.6150 0.047
H 1.6646 -3.1256 -0.7150 0.092
H 1.6347 -4.8059 -2.4857 0.109
H -0.4505 -6.0139 -3.0251 0.112
H -2.5220 -5.5448 -1.7549 0.114
H -2.5121 -3.8601 0.0350 0.121
H -2.7954 -1.6114 2.8204 0.107
H -3.7943 -2.8958 4.7021 0.111
H -2.7959 -5.0494 5.3892 0.112
H -0.8159 -5.9371 4.2069 0.112
H 0.1595 -4.6871 2.3182 0.118
H 1.6484 2.4754 3.4769 0.123
H 0.9161 3.0398 5.7607 0.112
H -0.3324 1.3814 7.1100 0.111
H -0.8520 -0.8433 6.1666 0.110
H -0.1368 -1.4187 3.8929 0.077
H 3.1298 1.6410 0.1693 0.105
H 5.5978 1.9848 0.2299 0.107
H 6.9418 0.9172 2.0020 0.111
H 5.8494 -0.4790 3.7250 0.110
H 3.4058 -0.7963 3.6916 0.113
N 1.4550 0.0448 -1.7561 0.139
C 2.3808 -0.1171 -2.4309 -0.213
N 3.4219 -0.2491 -3.2352 -0.078
C 4.7881 0.0081 -2.7589 -0.103
C 5.5919 0.5549 -3.9181 -0.184
O 5.5351 -0.3273 -5.0266 -0.118
C 4.2075 -0.4651 -5.5108 -0.181
C 3.3101 -1.0684 -4.4537 -0.101
H 5.2362 -0.9236 -2.4019 0.136
H 4.7489 0.7222 -1.9395 0.113
H 6.6387 0.6480 -3.6368 0.133
H 5.2083 1.5413 -4.2019 0.133
H 4.2521 -1.1205 -6.3774 0.133
H 3.8160 0.5103 -5.8201 0.133
H 3.6232 -2.0938 -4.2377 0.132
H 2.2711 -1.0742 -4.7787 0.136


Entry 4:
113
Properties=species:S:1:pos:R:3:lowdin_charge:R:1 method="wB97M-V/def2-TZVPD" homo_lumo_gap_ha=0.2996 charge=+1 homo_energy_ev=-10.713
Bi -1.0147 -0.9966 0.2414 1.359
C -3.8486 -3.4007 2.1124 -0.451
C -2.7384 -3.1798 3.1190 -0.502
S -1.0221 -3.1433 2.5013 0.767
C -0.7512 -4.7322 1.6493 -0.510
C -1.4007 -4.9203 0.2917 -0.440
S -1.2525 -3.5328 -0.9283 0.772
C -2.9178 -3.6205 -1.6648 -0.476
C -4.0986 -3.3900 -0.7274 -0.450
S -3.7930 -2.2454 0.6744 0.862
H -3.8546 -4.4249 1.7479 0.066
H -4.7956 -3.2051 2.6167 0.085
H -2.8398 -2.1877 3.5598 0.056
H -2.8003 -3.9385 3.9017 0.088
H 0.3330 -4.7683 1.5519 0.044
H -1.0790 -5.5308 2.3155 0.092
H -0.9196 -5.7696 -0.1949 0.090
H -2.4609 -5.1300 0.3814 0.057
H -2.8753 -2.8491 -2.4322 0.069
H -2.9988 -4.5994 -2.1401 0.092
H -4.8969 -2.9255 -1.3064 0.086
H -4.4850 -4.3212 -0.3157 0.075
O -4.9929 2.5556 -2.8439 0.144
C -4.8134 3.0101 -1.6235 -0.518
O -5.6172 3.7056 -1.0533 0.082
C -3.5424 2.6332 -0.9268 -0.051
C -2.9690 3.3786 0.0970 -0.563
Cl -3.4669 4.8679 0.7261 0.863
N -1.9044 2.6853 0.5708 -0.043
N -1.7909 1.5151 -0.0606 0.041
C -2.7498 1.4656 -0.9766 -0.164
C -2.9267 0.2851 -1.8683 -0.581
O -3.4898 0.4100 -2.9444 0.096
O -2.4987 -0.8469 -1.4351 -0.357
C -1.0546 3.0765 1.6255 -0.213
C -0.7484 2.1550 2.6187 -0.030
C -0.0345 2.5630 3.7311 -0.065
C 0.3952 3.8755 3.8450 -0.088
C 0.1496 4.7704 2.8151 -0.061
C -0.5761 4.3793 1.7024 -0.056
H -4.3580 1.8329 -3.1035 0.084
H -1.1054 1.1408 2.5256 0.078
H 0.1713 1.8552 4.5199 0.119
H 0.9333 4.1987 4.7225 0.106
H 0.5294 5.7787 2.8799 0.120
H -0.7695 5.0788 0.9045 0.102
S 1.3582 -2.4811 0.2599 0.618
C 2.3141 -1.6204 -0.8453 -0.618
N 3.3298 -2.2113 -1.4300 -0.046
C 4.2117 -1.4862 -2.3237 -0.079
C 4.1965 -0.0103 -1.9292 -0.125
N 2.8645 0.5146 -2.0160 -0.132
C 2.4268 0.9972 -3.3240 -0.156
C 2.0769 2.4634 -3.2284 -0.226
C 0.7532 2.8855 -3.1908 -0.074
C 0.4443 4.2248 -3.0241 -0.079
C 1.4582 5.1584 -2.8949 -0.085
C 2.7799 4.7486 -2.9528 -0.075
C 3.0890 3.4098 -3.1130 -0.036
C 1.9797 -0.1608 -1.0919 -0.674
S 0.2513 -0.2177 -1.7594 0.675
C 3.5973 -3.6310 -1.1779 -0.127
C 4.9267 -4.0871 -1.7070 -0.253
C 5.0132 -4.7224 -2.9390 -0.038
C 6.2441 -5.1105 -3.4400 -0.065
C 7.3985 -4.8542 -2.7193 -0.070
C 7.3219 -4.2182 -1.4902 -0.066
C 6.0909 -3.8399 -0.9837 -0.050
H 3.8628 -1.6048 -3.3550 0.148
H 5.2142 -1.9079 -2.2402 0.123
H 4.8588 0.5671 -2.5725 0.132
H 4.5496 0.0923 -0.8957 0.140
H 1.5683 0.4314 -3.6931 0.077
H 3.2489 0.8669 -4.0318 0.131
H -0.0384 2.1578 -3.2922 0.085
H -0.5879 4.5419 -2.9978 0.103
H 1.2216 6.2030 -2.7620 0.104
H 3.5738 5.4761 -2.8833 0.105
H 4.1231 3.0958 -3.1592 0.113
H 2.7850 -4.2129 -1.6265 0.132
H 3.5501 -3.7885 -0.0960 0.102
H 4.1141 -4.9115 -3.5081 0.117
H 6.3005 -5.6017 -4.3998 0.109
H 8.3575 -5.1534 -3.1126 0.108
H 8.2222 -4.0091 -0.9321 0.109
H 6.0304 -3.3396 -0.0273 0.121
N 3.6199 3.9661 4.1061 0.190
C 3.2514 3.2680 3.2748 -0.196
C 2.8072 2.3912 2.2560 -0.230
C 2.2128 2.8880 1.0962 -0.006
C 1.8280 2.0230 0.0970 -0.005
C 2.0852 0.6557 0.1933 -0.222
C 2.6487 0.1636 1.3661 -0.050
C 2.9806 1.0175 2.4009 -0.004
H 2.0847 3.9515 0.9732 0.123
H 1.3714 2.4073 -0.7998 0.101
H 2.8598 -0.8879 1.4893 0.072
H 3.4124 0.6215 3.3076 0.125
C -5.8423 2.2251 2.8579 -0.033
N -4.9912 1.2557 2.2064 -0.125
C -5.5294 0.6815 0.9927 -0.031
C -3.8780 0.7657 2.7650 -0.495
C -3.5412 1.2675 4.1503 0.014
O -3.1512 -0.0587 2.2004 -0.154
H -6.4705 2.6875 2.0998 0.099
H -5.2550 3.0063 3.3381 0.089
H -6.4879 1.7453 3.5990 0.102
H -5.8984 1.4662 0.3338 0.086
H -6.3547 0.0064 1.2322 0.107
H -4.7514 0.1171 0.4881 0.025
H -4.3985 1.1634 4.8129 0.090
H -3.2381 2.3128 4.1208 0.088
H -2.7154 0.6803 4.5447 0.087